The following is a DFT calculation (wB97M-V/def2-TZVPD) of a 2-piece molecular cluster, C3H8NS overall in a non-equilibrium geometry.

```
13
Properties=species:S:1:pos:R:3:nbo_charge:R:1
H -0.883 -0.773 3.604 0.229
H 1.136 -0.852 -0.811 0.276
H 0.330 1.680 -0.309 0.445
S -1.294 -1.205 -1.201 0.329
H 0.680 1.591 -1.828 0.444
H -0.894 1.390 -1.450 0.457
H -1.397 -0.485 1.170 0.192
C 0.069 -0.401 -0.965 -0.245
N 0.071 1.197 -1.160 -0.737
C -0.211 -0.336 2.850 -0.304
H 0.187 0.431 0.923 0.131
H 0.570 0.169 3.367 0.204
C -0.426 -0.154 1.573 -0.421
```

Results
* Kohn-Sham gap: 8.480 eV
* E_LUMO: -5.7 eV
* energy: -15555.935 eV
* largest force on an atom: 2.45 eV/Å
* ΔE to the lowest compared entry with this formula, charge and spin: 2.725 eV
* total charge: +1